# 1
The following is a quantum chemistry calculation of an isolated ion of composition C5H11N7 and charge +2 at a distorted geometry, from the OMol25 dataset.

Computed properties:
- SMILES: C[n+]1c(N)c[nH]c1[N+]#CNNN
- Energy relative to the best compared isomer or geometry (same formula, charge and spin): 0.5473 eV
- Molar mass: 169.2 g mol⁻¹
- E_LUMO (alpha / beta): -8.8647 / -8.8638 eV
- Charge: +2
- HOMO level (alpha / beta): -15.57 / -15.57 eV

Each atom is followed by the atoms it is bonded to, with distances in Å.
Positions of all 23 atoms, in Å:
1 C 2.55340 -1.67216 0.25984  C2 1.366, N8 1.363, H13 1.170
2 C 2.94409 -0.39925 -0.04659  C1 1.366, N9 1.314, N12 1.405
3 C -1.68645 -0.08439 0.70790  N6 1.194, N10 1.223
4 C 0.71907 -0.49341 0.16342  N6 1.330, N8 1.342, N12 1.324
5 C 1.61756 1.77000 0.03677  N12 1.453, H14 1.142, H15 1.015, H16 1.100
6 N -0.58927 -0.28414 0.28008  C3 1.194, C4 1.330
7 N -3.79033 -0.17405 -0.68816  N10 1.687, N11 1.309, H20 1.021
8 N 1.19549 -1.73227 0.35960  C1 1.363, C4 1.342, H17 1.016
9 N 4.11755 0.07670 -0.39800  C2 1.314, H18 0.960, H19 0.984
10 N -2.88252 0.17072 0.69192  C3 1.223, N7 1.687, H21 1.006
11 N -5.07887 0.03063 -0.58139  N7 1.309, H22 1.012, H23 1.007
12 N 1.74011 0.32423 -0.04126  C2 1.405, C4 1.324, C5 1.453
13 H 3.22879 -2.62239 0.36243  C1 1.170
14 H 0.86836 2.07545 0.84328  C5 1.142
15 H 2.50936 2.21247 0.23484  C5 1.015
16 H 0.97178 2.11835 -0.78267  C5 1.100
17 H 0.64503 -2.57733 0.23594  N8 1.016
18 H 4.86641 -0.39666 -0.02750  N9 0.960
19 H 4.23335 0.99538 -0.73151  N9 0.984
20 H -3.33733 0.40255 -1.39930  N7 1.021
21 H -3.61473 0.27407 1.37356  N10 1.006
22 H -5.53275 -0.83687 -0.32668  N11 1.012
23 H -5.69811 0.82235 -0.52651  N11 1.007

***

# 2
The following is a quantum chemistry calculation of an isolated ion of composition C4H11N2S and charge +1 at a distorted geometry, from the OMol25 dataset.

Computed properties:
- Energy relative to the best compared isomer or geometry (same formula, charge and spin): 1.3174 eV
- Molar mass: 119.2 g mol⁻¹
- E_LUMO: -3.6289 eV
- Charge: +1
- HOMO level: -13.55 eV

Each atom is followed by the atoms it is bonded to, with distances in Å.
Positions of all 18 atoms, in Å:
1 C -0.27609 -0.20917 -0.28965  N5 1.306, N6 1.363, S7 1.961
2 C 0.73134 1.84928 -0.90501  N5 1.399, H8 1.126, H9 1.096, H10 1.135
3 C -0.52532 1.70178 1.10660  N5 1.414, H11 1.081, H12 1.093, H13 1.153
4 C -0.14547 -2.78258 0.93512  S7 1.831, H14 1.113, H15 1.163, H16 1.042
5 N -0.04752 1.05571 -0.05661  C1 1.306, C2 1.399, C3 1.414
6 N 0.21377 -0.90063 -1.35679  C1 1.363, H17 0.976, H18 1.107
7 S -1.23286 -1.31151 1.01927  C1 1.961, C4 1.831
8 H 0.37776 1.79886 -1.97318  C2 1.126
9 H 0.60358 2.91246 -0.67295  C2 1.096
10 H 1.84050 1.61675 -0.96913  C2 1.135
11 H -0.68689 2.73970 0.84936  C3 1.081
12 H -1.49014 1.41474 1.53343  C3 1.093
13 H 0.26578 1.74592 1.94371  C3 1.153
14 H -0.52613 -3.51622 1.68093  C4 1.113
15 H 0.99278 -2.54446 0.91287  C4 1.163
16 H -0.43963 -3.11452 -0.00799  C4 1.042
17 H 0.29791 -0.47364 -2.23003  N6 0.976
18 H 0.04663 -1.98247 -1.51995  N6 1.107